(1)
Molecular formula: C22H48Cl12O5S2
Method: DFT, ωB97M-V with the def2-TZVPD basis set

Geometry as XYZ:
```
89
Properties=species:S:1:pos:R:3
Cl 1.629 -3.480 -4.512
Cl -0.456 4.035 3.429
Cl -2.858 -3.230 3.358
Cl -0.750 -3.887 -2.907
Cl 4.374 1.016 1.307
Cl -0.619 -4.965 2.852
Cl 5.746 2.110 -1.061
Cl 0.835 -0.472 -6.408
Cl -1.350 2.573 -2.688
Cl -1.561 3.962 -0.061
Cl -1.591 -0.993 -4.853
Cl 1.870 2.272 3.611
S -4.531 -2.097 -2.261
S -3.467 0.238 2.253
O -4.493 -3.574 -1.972
O 3.833 4.370 -4.449
O -3.783 0.871 0.909
O 2.675 -2.684 3.739
O -0.416 -0.748 0.815
C -0.047 -0.226 -4.921
C 2.555 -3.279 5.032
C 0.979 -0.226 -1.004
C 5.865 1.155 0.327
C -1.337 -3.424 2.506
C 2.693 2.613 -3.299
C 1.270 -2.740 5.565
C -5.734 -1.372 -1.205
C 1.045 3.528 2.724
C -0.471 0.657 0.586
C -3.472 1.580 3.370
C 3.233 4.034 -3.182
C -3.131 -1.385 -1.490
C 0.596 -4.649 -3.694
C -2.419 3.174 -1.421
C 2.128 -1.351 3.794
C 0.803 1.016 -0.101
C 3.592 3.268 -5.339
C 0.551 -1.337 -0.082
C -4.968 -0.575 2.776
C 2.332 2.598 -4.770
C 1.256 -1.293 5.061
H -3.242 -0.288 -1.438
H 1.816 2.444 -2.670
H 2.977 -0.682 3.833
H 0.921 3.172 1.720
H 6.608 1.637 0.950
H -5.065 -1.493 2.213
H 1.697 4.359 2.587
H -0.140 0.844 -4.834
H 1.468 3.249 -5.013
H 0.466 -3.364 5.233
H 4.422 2.557 -5.356
H 1.478 -1.203 2.927
H -6.764 -1.668 -1.482
H -4.847 -0.882 3.825
H 0.559 -0.689 -4.153
H -2.541 2.119 3.142
H 2.139 1.598 -5.163
H 0.128 -2.182 -0.620
H 1.200 -5.202 -2.987
H 6.188 0.172 0.024
H 3.437 -2.957 5.568
H 0.199 -5.299 -4.457
H -0.716 1.027 1.590
H 1.365 -1.696 0.545
H -5.844 0.067 2.622
H 1.990 -0.356 -1.382
H 2.418 4.737 -2.973
H 0.242 -0.926 4.884
H -5.524 -0.301 -1.393
H 3.459 3.706 -6.319
H -1.287 0.994 -0.053
H -3.127 -1.807 -0.481
H 1.207 -2.751 6.654
H -4.349 2.209 3.190
H 1.660 -0.621 5.806
H -1.494 -3.324 1.449
H -3.042 2.387 -1.008
H 2.573 -4.375 4.987
H 0.827 1.927 -0.692
H -3.471 1.095 4.346
H 3.972 4.156 -2.383
H -5.579 -1.738 -0.172
H 3.373 1.789 -3.129
H -0.681 -2.625 2.825
H 0.225 -0.164 -1.796
H 1.639 1.111 0.586
H -2.238 -1.719 -2.029
H -3.107 3.876 -1.857
```

Results
Orbital gap = 8.93 eV
ΔE to the lowest compared entry with this formula, charge and spin = 0.0 kJ/mol
Net charge = 0
Lowest unoccupied orbital energy = 0.32 eV
Maximum force = 2.18 eV/A

Electronic structure analysis, Löwdin charges in units of e:
1. Cl 0.523
2. Cl 0.564
3. Cl 0.556
4. Cl 0.570
5. Cl 0.517
6. Cl 0.562
7. Cl 0.609
8. Cl 0.544
9. Cl 0.565
10. Cl 0.534
11. Cl 0.572
12. Cl 0.557
13. S 0.776
14. S 0.788
15. O -0.553
16. O -0.137
17. O -0.560
18. O -0.153
19. O -0.163
20. C -1.110
21. C -0.212
22. C -0.144
23. C -1.068
24. C -1.057
25. C -0.185
26. C -0.174
27. C -0.280
28. C -1.069
29. C -0.248
30. C -0.269
31. C -0.197
32. C -0.304
33. C -1.025
34. C -0.977
35. C -0.197
36. C -0.187
37. C -0.192
38. C -0.187
39. C -0.286
40. C -0.182
41. C -0.157
42. H 0.050
43. H 0.080
44. H 0.090
45. H -0.014
46. H 0.022
47. H 0.017
48. H 0.026
49. H -0.012
50. H 0.127
51. H 0.080
52. H 0.118
53. H 0.096
54. H 0.065
55. H 0.050
56. H -0.015
57. H 0.008
58. H 0.064
59. H 0.084
60. H 0.029
61. H 0.026
62. H 0.115
63. H 0.023
64. H 0.105
65. H 0.116
66. H 0.071
67. H 0.120
68. H 0.120
69. H 0.104
70. H 0.057
71. H 0.115
72. H 0.069
73. H 0.058
74. H 0.115
75. H 0.074
76. H 0.101
77. H 0.017
78. H 0.001
79. H 0.126
80. H 0.072
81. H 0.060
82. H 0.090
83. H 0.054
84. H 0.096
85. H 0.007
86. H 0.095
87. H 0.057
88. H -0.013
89. H 0.023

***

(2)
Molecular formula: C4H7NO
Method: DFT, ωB97M-V with the def2-TZVPD basis set

Geometry as XYZ:
```
13
Properties=species:S:1:pos:R:3
O 0.369 1.886 -1.233
N 2.015 -1.054 -1.695
C -0.342 -0.883 1.158
C -0.030 0.555 0.736
C 1.292 -0.259 -1.265
C 0.475 0.828 -0.658
H -1.268 -0.090 -1.449
H 0.813 0.940 1.324
H -0.504 -0.911 2.241
H -0.876 1.224 0.915
H -1.177 0.605 -1.694
H -1.250 -1.273 0.686
H 0.481 -1.569 0.934
```

Results
Orbital gap = 10.70 eV
ΔE to the lowest compared entry with this formula, charge and spin = 270.9 kJ/mol
Net charge = 0
SMILES = CCC(=O)C#N.[H][H]
Lowest unoccupied orbital energy = -0.30 eV
Maximum force = 1.27 eV/A

Electronic structure analysis, Löwdin charges in units of e:
1. O 0.064
2. N 0.187
3. C -0.097
4. C -0.195
5. C -0.134
6. C -0.524
7. H 0.103
8. H 0.134
9. H 0.078
10. H 0.126
11. H 0.111
12. H 0.072
13. H 0.073

***

(3)
Molecular formula: C22H38F6IrN2S4Sb3Si3
Method: DFT, ωB97M-V with the def2-TZVPD basis set

Geometry as XYZ:
```
79
Properties=species:S:1:pos:R:3
Ir 0.977 2.016 -0.859
Sb 2.867 3.172 0.629
Sb 2.187 3.174 -5.516
Sb 0.106 -0.878 -0.557
S 2.078 3.018 -2.649
S 4.487 3.137 -4.528
S 1.797 5.331 -5.777
S 3.981 2.145 -2.766
Si 1.660 -2.052 2.173
Si -1.560 -1.414 2.426
Si -0.237 0.170 -3.663
F 2.201 4.579 1.780
F 4.370 2.004 0.280
F 2.984 2.258 2.341
F 3.986 4.532 -0.064
F 1.894 0.092 -0.588
F -0.187 3.585 -1.073
N -0.107 1.521 1.125
N -2.220 -0.474 -0.930
C -1.548 -1.341 4.297
C -0.385 0.727 -1.819
C -4.487 0.205 -1.095
C 1.822 -2.355 4.018
C -0.203 3.109 2.923
C 1.398 -3.823 1.586
C -1.822 0.699 -1.475
C 0.532 0.881 3.319
C -0.376 2.754 1.603
C -1.121 1.486 -4.657
C -4.075 1.467 -1.526
C -3.525 -0.730 -0.784
C -1.203 -1.430 -3.942
C 3.259 -1.291 1.614
C -2.733 1.725 -1.722
C 0.257 0.558 1.999
C 1.515 -0.226 -4.177
C -2.917 -0.204 1.980
C 0.329 2.169 3.779
C 1.041 -2.535 -1.489
C 0.143 -0.905 1.614
C -2.028 -3.136 1.856
H -2.200 1.376 -4.534
H -3.086 -3.298 2.075
H 0.996 -2.929 4.427
H -0.644 -2.323 -3.654
H 0.795 -4.359 2.318
H 2.384 -4.299 1.587
H 1.345 -2.109 -2.441
H -2.561 0.761 1.617
H -4.807 2.240 -1.722
H -2.358 2.679 -2.063
H -1.897 -3.277 0.779
H -1.541 -0.304 4.632
H 2.289 0.123 -3.490
H -3.499 -0.020 2.885
H 1.724 0.233 -5.142
H -2.505 -1.768 4.612
H -3.598 -0.624 1.242
H 0.955 -4.000 0.614
H 0.883 0.118 3.994
H -0.675 3.479 0.857
H 3.341 -0.250 1.944
H 1.626 -1.302 -4.327
H 2.708 -2.993 4.096
H -0.896 1.365 -5.719
H 4.081 -1.850 2.069
H 0.582 2.425 4.799
H 2.012 -1.485 4.645
H 1.916 -2.748 -0.883
H -0.764 -1.876 4.815
H -3.790 -1.709 -0.404
H 0.425 -3.417 -1.633
H -0.850 2.502 -4.365
H -0.390 4.126 3.231
H 3.414 -1.283 0.538
H -2.178 -1.462 -3.460
H -1.376 -1.511 -5.019
H -1.467 -3.918 2.364
H -5.533 -0.036 -0.970
```

Results
Orbital gap = 5.71 eV
ΔE to the lowest compared entry with this formula, charge and spin = 0.0 kJ/mol
Net charge = 0
Lowest unoccupied orbital energy = -1.13 eV
Maximum force = 0.63 eV/A

Electronic structure analysis, Löwdin charges in units of e:
1. Ir 0.818
2. Sb 1.399
3. Sb 0.407
4. Sb 1.667
5. S -0.036
6. S -0.098
7. S -0.214
8. S -0.055
9. Si 0.491
10. Si 0.494
11. Si 0.444
12. F -0.451
13. F -0.495
14. F -0.430
15. F -0.424
16. F -0.510
17. F -0.559
18. N -0.043
19. N -0.013
20. C -0.156
21. C -0.550
22. C -0.048
23. C -0.173
24. C -0.037
25. C -0.176
26. C -0.442
27. C -0.056
28. C -0.153
29. C -0.182
30. C -0.018
31. C -0.172
32. C -0.167
33. C -0.155
34. C -0.005
35. C -0.423
36. C -0.211
37. C -0.145
38. C -0.019
39. C -0.198
40. C -0.449
41. C -0.168
42. H 0.033
43. H 0.043
44. H 0.021
45. H 0.015
46. H 0.028
47. H 0.051
48. H -0.011
49. H 0.041
50. H 0.120
51. H 0.121
52. H 0.026
53. H 0.038
54. H -0.021
55. H 0.050
56. H -0.011
57. H 0.048
58. H -0.002
59. H 0.002
60. H 0.092
61. H 0.098
62. H 0.036
63. H 0.030
64. H 0.048
65. H 0.037
66. H 0.048
67. H 0.127
68. H 0.037
69. H 0.012
70. H 0.013
71. H 0.122
72. H 0.034
73. H 0.026
74. H 0.122
75. H 0.026
76. H 0.023
77. H 0.045
78. H 0.026
79. H 0.114

***

(4)
Molecular formula: C33H40HfN4P2Te
Method: DFT, ωB97M-V with the def2-TZVPD basis set

Geometry as XYZ:
```
81
Properties=species:S:1:pos:R:3
Hf -2.200 0.567 2.469
Te -2.208 0.854 5.170
P 1.195 1.749 -2.288
P 3.161 -0.258 -0.347
N 3.225 -1.855 -1.106
N 1.814 3.311 -3.005
N 0.230 1.417 -3.689
N 4.798 -0.362 0.340
C -4.351 0.625 2.520
C 2.611 3.564 -4.123
C 2.319 -2.898 -0.845
C 3.944 -2.217 -2.253
C 5.909 -1.139 -0.012
C -6.564 -1.174 6.251
C -1.608 1.290 -5.003
C -0.424 -0.339 0.452
C -1.734 0.430 0.122
C 0.665 1.178 -4.999
C -4.205 -1.425 5.738
C 1.565 4.529 -2.383
C -1.467 -1.571 2.555
C -1.164 1.509 -3.704
C 7.017 -0.719 0.728
C 2.617 0.753 -2.880
C -0.446 -1.553 1.424
C 2.459 -3.881 -1.818
C -6.372 0.190 6.537
C 2.219 5.539 -3.081
C -5.104 0.767 6.349
C -4.046 -0.040 5.886
C -2.852 -1.736 2.349
C 2.923 4.925 -4.160
C -0.450 1.065 -5.824
C -5.487 -1.985 5.856
C 3.481 -3.436 -2.723
C -2.892 -0.222 -0.295
C -3.033 -1.686 -0.293
C 6.595 0.413 1.508
C 5.257 0.636 1.218
C -3.436 -2.334 1.079
C 3.742 0.665 -1.854
H 0.556 -1.594 1.901
H 3.874 -3.941 -3.595
H -3.739 0.338 -0.704
H -7.566 -1.609 6.324
H -1.697 1.699 -2.781
H 3.574 5.407 -4.880
H -3.471 -1.939 3.222
H 4.745 -1.617 -2.652
H 5.830 -1.910 -0.762
H -0.043 -0.716 -0.515
H 0.385 0.344 0.783
H 7.204 0.991 2.195
H 3.057 1.168 -3.790
H 2.161 6.595 -2.859
H 2.881 2.782 -4.823
H 4.099 1.642 -1.496
H -3.171 -3.407 1.059
H -5.643 -3.046 5.629
H -2.139 -2.210 -0.671
H -4.656 0.701 1.459
H -4.690 1.544 3.025
H -4.933 1.829 6.514
H -4.537 -2.325 1.120
H -2.638 1.301 -5.325
H 1.931 -4.827 -1.841
H 4.574 1.407 1.540
H 1.700 -2.866 0.042
H -3.842 -1.940 -1.005
H -1.563 1.438 -0.288
H 0.930 4.550 -1.510
H 8.005 -1.168 0.707
H -3.344 -2.039 5.479
H -0.420 0.849 -6.884
H -7.214 0.801 6.882
H 4.620 0.204 -2.322
H 2.217 -0.238 -3.132
H -0.463 -2.477 0.822
H 1.712 1.061 -5.238
H -1.027 -1.748 3.542
H -4.958 -0.185 2.959
```

Results
Orbital gap = 2.63 eV
Net charge = +2
Lowest unoccupied orbital energy = -9.23 eV
Maximum force = 4.23 eV/A

Electronic structure analysis, Löwdin charges in units of e:
1. Hf 1.334
2. Te 0.976
3. P 1.077
4. P 1.070
5. N -0.264
6. N -0.247
7. N -0.298
8. N -0.284
9. C -0.262
10. C -0.138
11. C -0.157
12. C -0.163
13. C -0.128
14. C -0.053
15. C -0.083
16. C -0.238
17. C -0.245
18. C -0.127
19. C -0.180
20. C -0.172
21. C -0.247
22. C -0.165
23. C -0.068
24. C -0.422
25. C -0.177
26. C -0.076
27. C -0.047
28. C -0.090
29. C -0.127
30. C -0.575
31. C -0.183
32. C -0.066
33. C -0.056
34. C -0.065
35. C -0.056
36. C -0.063
37. C -0.139
38. C -0.086
39. C -0.172
40. C -0.108
41. C -0.388
42. H 0.131
43. H 0.107
44. H 0.142
45. H 0.120
46. H 0.070
47. H 0.103
48. H 0.100
49. H 0.104
50. H 0.088
51. H 0.116
52. H 0.077
53. H 0.099
54. H 0.059
55. H 0.096
56. H 0.090
57. H 0.094
58. H 0.156
59. H 0.118
60. H 0.135
61. H 0.022
62. H 0.039
63. H 0.104
64. H 0.132
65. H 0.094
66. H 0.098
67. H 0.087
68. H 0.071
69. H 0.145
70. H 0.111
71. H 0.081
72. H 0.102
73. H 0.090
74. H 0.105
75. H 0.124
76. H 0.079
77. H 0.084
78. H 0.128
79. H 0.095
80. H 0.114
81. H 0.047

***

Question: Which of these has the highest maximum force?
Answer: C33H40HfN4P2Te